[1]
{
  "formula": "C20H65F6NO12P",
  "method": "ωB97M-V with the def2-TZVPD basis set",
  "charge": -1,
  "orbital_gap_ev": 8.750,
  "spin_multiplicity": 1,
  "species": ["P", "F", "F", "F", "F", "F", "F", "C", "C", "O", "H", "H", "H", "H", "H", "H", "C", "C", "O", "H", "H", "H", "H", "H", "H", "C", "C", "O", "H", "H", "H", "H", "H", "H", "C", "C", "O", "H", "H", "H", "H", "H", "H", "C", "C", "O", "H", "H", "H", "H", "H", "H", "C", "C", "O", "H", "H", "H", "H", "H", "H", "C", "C", "O", "H", "H", "H", "H", "H", "H", "C", "C", "O", "H", "H", "H", "H", "H", "H", "C", "C", "C", "O", "C", "N", "H", "H", "H", "H", "H", "H", "H", "H", "H", "H", "H", "O", "H", "H", "O", "H", "H", "O", "H", "H"],
  "xyz": [[0.7252, -0.5123, -0.2596], [0.0163, -1.4033, 0.8861], [0.1373, 0.8972, 0.4476], [2.1122, -0.4471, 0.6170], [1.5263, 0.3462, -1.3414], [1.3239, -1.8158, -1.0682], [-0.5926, -0.6011, -1.2879], [-1.5537, -2.4659, 3.4504], [-0.6448, -2.8111, 2.3018], [-0.4105, -4.1875, 2.2274], [-1.5929, -1.3869, 3.5997], [-1.0362, -2.8988, 4.3065], [-2.6149, -2.6985, 3.3625], [0.3187, -2.3155, 2.4207], [-1.0905, -2.4153, 1.3893], [0.4303, -4.2843, 1.7743], [3.6989, -2.9430, 2.4388], [3.0107, -1.8003, 1.6778], [2.4675, -2.3405, 0.5373], [4.3900, -2.6141, 3.2149], [4.3011, -3.5672, 1.7786], [3.0240, -3.6749, 2.8826], [3.6403, -0.9719, 1.3531], [2.1947, -1.3691, 2.2577], [1.8470, -1.7556, 0.0963], [0.5153, 3.1063, -0.5160], [-0.9274, 2.9140, -0.1310], [-1.3118, 4.0439, 0.5417], [1.1601, 3.2042, 0.3573], [0.6692, 4.0170, -1.0948], [0.7657, 2.2449, -1.1352], [-0.9051, 2.0280, 0.5034], [-1.5350, 2.7722, -1.0247], [-1.5513, 4.7146, -0.1020], [-2.0037, 1.0388, -2.2562], [-2.8832, 1.2906, -1.0610], [-4.1434, 0.7947, -1.3100], [-2.2814, 1.6322, -3.1274], [-2.0335, 0.0085, -2.6106], [-0.9862, 1.2289, -1.9147], [-2.9425, 2.3181, -0.7020], [-2.4767, 0.7741, -0.1915], [-4.7840, 1.1526, -0.6910], [2.4609, 1.9289, 0.4490], [3.6001, 1.0862, 1.0512], [4.8021, 1.4747, 0.3630], [2.3043, 1.7510, -0.6149], [2.5762, 2.9972, 0.6320], [1.5145, 1.6679, 0.9226], [3.2785, 0.0453, 1.0152], [3.6764, 1.3384, 2.1089], [4.9210, 2.4227, 0.4563], [-2.8569, -1.8020, 0.8194], [-2.6664, -2.2940, -0.6065], [-2.5761, -1.3013, -1.6191], [-2.0597, -1.1776, 1.2228], [-2.9805, -2.6603, 1.4798], [-3.7405, -1.1657, 0.8689], [-3.4841, -2.9401, -0.9261], [-1.7122, -2.8207, -0.6234], [-2.1297, -0.5676, -1.1902], [3.6696, -0.6975, -1.5180], [4.9033, -1.2407, -0.7926], [5.4830, -2.3087, -1.5212], [3.2775, 0.2457, -1.1374], [2.8638, -1.4261, -1.6074], [3.8384, -0.5081, -2.5780], [4.5459, -1.5801, 0.1796], [5.6470, -0.4450, -0.7494], [4.8017, -2.7296, -2.0505], [0.7163, 1.3643, -2.8522], [-0.0178, 2.5810, -3.4463], [0.6796, 3.1371, -4.4963], [0.1724, 0.9364, -2.0101], [1.7093, 1.7037, -2.5575], [0.8903, 0.5930, -3.6025], [-0.1034, 3.3377, -2.6664], [-1.0889, 2.4234, -3.5726], [0.8201, 2.4867, -5.1883], [-5.0871, 1.0752, 2.5900], [-4.0414, 2.1351, 2.2467], [-2.9378, 1.5125, 1.3922], [-2.1835, 0.6232, 2.2144], [-0.8984, 0.3332, 1.6381], [-4.6996, 3.2675, 1.6136], [-5.6621, 0.6800, 1.7526], [-5.8049, 1.5279, 3.2740], [-4.6047, 0.2366, 3.0921], [-3.5179, 2.4988, 3.1308], [-2.3310, 2.3263, 0.9951], [-3.2473, 0.9779, 0.4941], [-0.4577, -0.3832, 2.3314], [-0.2999, 1.2393, 1.5435], [-1.0261, -0.1110, 0.6509], [-3.9674, 3.9588, 1.5358], [-5.1866, 3.7062, 2.3820], [1.8256, -3.5164, -1.8761], [1.5997, -4.1675, -1.2119], [0.9884, -3.1209, -2.1190], [-0.0333, -2.4468, -2.1920], [0.5648, -1.7274, -2.3943], [-0.5266, -2.1419, -1.4305], [1.7269, -1.2117, -2.9566], [1.6159, -0.6233, -2.2099], [2.4831, -1.7516, -2.7264]]
}

[2]
{
  "formula": "C4H5NO2",
  "method": "ωB97M-V with the def2-TZVPD basis set",
  "orbital_gap_ev": 8.653,
  "spin_multiplicity": 1,
  "relative_energy_kj_mol": 898.4,
  "species": ["C", "C", "C", "C", "H", "H", "H", "H", "H", "N", "O", "O"],
  "xyz": [[-0.2092, -0.8770, 0.0969], [-0.2569, 0.6991, 0.0324], [0.9061, 1.3417, 0.6075], [2.1609, 1.1060, 1.2433], [0.1585, -2.2137, -1.9347], [0.6657, -1.1105, 0.6233], [-1.0659, -0.8929, 0.8918], [-1.7387, -0.0467, -0.9828], [3.2855, 1.3661, 1.4957], [-1.1012, 1.4847, -0.3118], [-0.5852, -1.6912, -1.0464], [-2.2195, 0.8344, -0.7152]]
}

[3]
{
  "formula": "C2H7N3S",
  "method": "ωB97M-V with the def2-TZVPD basis set",
  "orbital_gap_ev": [9.190, 9.190],
  "spin_multiplicity": 1,
  "relative_energy_kj_mol": 434.6,
  "species": ["C", "C", "N", "N", "N", "S", "H", "H", "H", "H", "H", "H", "H"],
  "xyz": [[2.2974, 0.3640, 0.3604], [1.8703, -0.0184, -0.7824], [-0.7734, -1.2823, -0.2872], [-0.9397, -0.3279, 0.5772], [-1.8973, 0.5171, 0.6979], [-3.2392, 0.4378, -0.3459], [1.8864, -0.0693, 1.1891], [3.0694, 1.0783, 0.5131], [2.3032, 0.4303, -1.6038], [1.0890, -0.7384, -0.8225], [-1.5201, -1.3843, -1.0472], [-0.1921, -0.1813, 1.2086], [-3.9539, 1.1743, 0.3428]]
}

[4]
{
  "formula": "C5H8N2O",
  "method": "ωB97M-V with the def2-TZVPD basis set",
  "charge": 2,
  "smiles": "CC1=[NH+]C=[N+](C)C1=O",
  "orbital_gap_ev": 8.772,
  "spin_multiplicity": 1,
  "relative_energy_kj_mol": 0.0,
  "species": ["C", "C", "N", "C", "N", "C", "C", "O", "H", "H", "H", "H", "H", "H", "H", "H"],
  "xyz": [[-2.1953, 0.0900, 1.5292], [-1.0203, 0.1980, 0.7937], [0.1081, 0.9667, 0.8559], [1.1125, 0.6879, -0.1202], [0.9828, -0.3691, -0.8663], [1.6009, -1.0303, -1.8626], [-0.5365, -0.8152, -0.3425], [-1.0750, -1.7329, -0.7514], [-2.6691, -0.8725, 1.7722], [-3.0154, 0.7453, 1.1277], [-2.0769, 0.7411, 2.4988], [0.2690, 1.7486, 1.4250], [1.8518, 1.4636, -0.1660], [0.9142, -1.7518, -2.0801], [2.4717, -1.6175, -1.4971], [2.0004, -0.4878, -2.6929]]
}

[5]
{
  "formula": "C18H21N5O5",
  "method": "ωB97M-V with the def2-TZVPD basis set",
  "smiles": "Cc1ccc(COc2ccccc2)c2c1C(=O)NC2=O.NC(N)=O.NC(N)=O",
  "orbital_gap_ev": 8.469,
  "spin_multiplicity": 1,
  "relative_energy_kj_mol": 0.0,
  "species": ["C", "C", "C", "C", "C", "C", "O", "C", "C", "C", "C", "C", "C", "C", "C", "C", "O", "N", "C", "O", "H", "H", "H", "H", "H", "H", "H", "H", "H", "H", "H", "H", "H", "N", "C", "N", "O", "H", "H", "H", "H", "N", "C", "N", "O", "H", "H", "H", "H"],
  "xyz": [[4.2096, 1.9673, 1.2272], [3.0115, 1.6121, 0.2974], [2.2410, 0.3498, 0.4011], [1.0881, 0.0769, -0.4875], [0.6444, 1.0414, -1.5052], [-0.5861, 0.8396, -2.4481], [-1.3790, 2.0273, -2.5989], [-2.3135, 2.1674, -1.5767], [-1.9947, 2.2714, -0.1487], [-3.0303, 2.4450, 0.8867], [-4.4436, 2.4945, 0.5252], [-4.7819, 2.3798, -0.9034], [-3.7482, 2.2252, -1.9348], [1.4155, 2.2784, -1.6213], [2.5709, 2.5440, -0.7330], [3.0861, 3.9481, -1.1409], [4.1101, 4.5349, -0.8961], [2.1084, 4.5911, -2.0116], [1.2893, 3.5034, -2.5710], [0.6985, 3.6284, -3.6061], [4.8011, 2.8313, 0.8148], [3.8085, 2.3314, 2.2205], [4.8835, 1.0908, 1.4028], [2.5509, -0.4079, 1.1654], [0.5478, -0.8982, -0.3699], [-0.1618, 0.6205, -3.4732], [-1.1938, -0.0687, -2.1695], [-0.9365, 2.2470, 0.2013], [-2.7637, 2.5499, 1.9704], [-5.2811, 2.6290, 1.2479], [-5.8575, 2.4108, -1.1983], [-4.0019, 2.1442, -3.0233], [1.4126, 5.1856, -1.5516], [1.4641, -3.2512, 2.4371], [1.9215, -3.4754, 1.1710], [2.9679, -4.3428, 1.0862], [1.4317, -2.9413, 0.1924], [1.8537, -3.6809, 3.2558], [0.6899, -2.6145, 2.5399], [3.3320, -4.5327, 0.1687], [3.3859, -4.7932, 1.8789], [-3.5035, -5.1372, 1.0684], [-2.3454, -4.4757, 1.3461], [-1.2896, -5.2760, 1.6621], [-2.2594, -3.2602, 1.3152], [-3.5951, -6.1354, 1.0883], [-4.3043, -4.5783, 0.8310], [-0.4175, -4.8197, 1.8727], [-1.3362, -6.2771, 1.6948]]
}

[6]
{
  "formula": "C3H7N4",
  "method": "ωB97M-V with the def2-TZVPD basis set",
  "charge": 1,
  "smiles": "[H]/N=C(\\N)[NH2+]N=C=C",
  "orbital_gap_ev": 9.875,
  "spin_multiplicity": 1,
  "relative_energy_kj_mol": 400.4,
  "species": ["H", "N", "C", "N", "N", "N", "C", "C", "H", "H", "H", "H", "H", "H"],
  "xyz": [[0.6104, -2.0241, 0.1915], [0.4098, -1.0161, 0.2174], [1.2065, -0.1443, -0.0514], [2.5378, -0.0977, -0.1420], [0.3196, 1.1962, -0.0910], [-1.0924, 1.1006, -0.4267], [-1.8395, 0.2005, -0.0459], [-2.8212, -0.6094, 0.0874], [3.0283, 0.7894, -0.0731], [3.1894, -0.8770, -0.2452], [0.6170, 1.8721, -0.8040], [0.4195, 1.5866, 0.9459], [-3.6810, -0.3757, 0.7660], [-2.9042, -1.6011, -0.3291]]
}

[7]
{
  "formula": "C3H3N3S",
  "method": "ωB97M-V with the def2-TZVPD basis set",
  "smiles": "[H]/N=C1/N=CC(=S)N1",
  "orbital_gap_ev": 7.903,
  "spin_multiplicity": 1,
  "relative_energy_kj_mol": 83.5,
  "species": ["H", "N", "C", "N", "C", "C", "S", "N", "H", "H"],
  "xyz": [[2.0183, -1.7039, -0.0046], [2.1552, -0.6703, -0.1623], [1.0253, -0.1180, -0.0617], [0.7722, 1.3142, -0.0351], [-0.4653, 1.4455, -0.0562], [-1.2331, 0.1285, -0.0250], [-2.8396, -0.2569, -0.0977], [-0.1909, -0.7197, 0.0819], [-1.0166, 2.3475, 0.1257], [-0.2254, -1.7669, 0.2349]]
}